1.
Density functional theory data (ωB97M-V/def2-TZVPD) for a single C5H7ClO molecule.

The value obtained for the molecular weight is 118.56 g/mol. The calculation puts the relative energy (zero: lowest compared OMol25 entry of this formula, charge and spin) at 0.153 eV. The value obtained for the orbital gap is 9.955 eV.

Structure (ORCA input):
```
! wB97M-V def2-TZVPD RIJCOSX def2/J DEFGRID3
* xyz 0 1
C -0.87208 -0.56532 0.27811
C -0.57889 0.87258 -0.18860
C 0.93773 1.10380 -0.04080
C 1.45045 -0.32466 -0.07900
C 0.45607 -1.22476 0.14223
H -2.68128 -0.90266 -0.14976
H -1.12325 -0.59978 1.36985
H -1.19116 1.60114 0.38679
H -0.87327 0.96846 -1.23935
H 1.27749 1.59099 0.87776
H 1.31128 1.71247 -0.91217
H 0.60441 -2.29412 0.20901
O -1.84356 -1.25651 -0.47988
Cl 3.12606 -0.68162 -0.17419
*
```

2.
Density functional theory data (ωB97M-V/def2-TZVPD) for 2 unconnected molecules or ions with the total composition C3H11N2S.

The value obtained for the molecular weight is 107.20 g/mol. The calculation puts the relative energy (zero: lowest compared OMol25 entry of this formula, charge and spin) at 2.111 eV. The value obtained for the orbital gap is 8.441 eV.

Structure (ORCA input):
```
! wB97M-V def2-TZVPD RIJCOSX def2/J DEFGRID3
* xyz 1 1
C 0.30497 1.04944 -2.21043
C 0.51426 0.08144 1.50012
C -0.15848 -1.08479 0.86233
N 0.23355 -2.29897 0.67716
N -0.13399 1.25773 1.09427
S -0.90625 -0.22223 -1.69015
H -0.27608 1.81037 -2.57822
H 0.96471 0.60411 -2.87329
H 0.85010 1.47532 -1.36924
H 0.36862 -0.06069 2.64563
H 1.52005 0.02244 1.28583
H -1.26528 -0.97840 0.63644
H -0.36369 -3.03034 0.31687
H 1.16925 -2.52337 0.98478
H -2.07673 0.38071 -1.92033
H 0.38309 2.12913 1.33005
H -1.12811 1.38810 1.30818
*
```

3.
Density functional theory data (ωB97M-V/def2-TZVPD) for a single C2H3BrO molecule.

The value obtained for the molecular weight is 122.95 g/mol. The calculation puts the relative energy (zero: lowest compared OMol25 entry of this formula, charge and spin) at 0.665 eV. The value obtained for the orbital gap is 11.008 eV.

Structure (ORCA input):
```
! wB97M-V def2-TZVPD RIJCOSX def2/J DEFGRID3
* xyz 0 1
C 0.03045 -0.10899 -0.76381
C -0.23363 0.25551 0.70749
O -0.91763 -0.11434 -1.65673
Br 1.81320 -0.69164 -1.08088
H -1.27266 0.43210 0.58571
H 0.52852 0.95101 1.08004
H 0.05175 -0.72365 1.12817
*
```

4.
Density functional theory data (ωB97M-V/def2-TZVPD) for a gas-phase ion, C3H6NO3S2 (charge -1).

The value obtained for the molecular weight is 168.22 g/mol. The calculation puts the relative energy (zero: lowest compared OMol25 entry of this formula, charge and spin) at 1.049 eV. The value obtained for the orbital gap is 7.492 eV.

Structure (ORCA input):
```
! wB97M-V def2-TZVPD RIJCOSX def2/J DEFGRID3
* xyz -1 1
C -0.80576 -0.63229 -0.16672
C 0.78411 1.02367 -0.10292
C 1.57437 -1.24766 0.25577
N 0.49497 -0.40876 -0.00045
O -1.69649 1.52097 1.09922
O -1.87595 1.61902 -1.36776
O -3.31312 0.04662 0.11246
S -1.47600 -2.40788 -0.11393
S -2.09946 0.83825 -0.11057
H 0.84773 1.43562 0.89328
H 1.78802 1.00327 -0.67823
H 0.06689 1.55021 -0.75744
H 1.64152 -1.57286 1.28681
H 1.58485 -2.12574 -0.42190
H 2.48433 -0.64243 0.07237
*
```

5.
Density functional theory data (ωB97M-V/def2-TZVPD) for 7 unconnected molecules or ions with the total composition C7H28O7.

The value obtained for the molecular weight is 224.29 g/mol. The calculation puts the relative energy (zero: lowest compared OMol25 entry of this formula, charge and spin) at 3.745 eV. The value obtained for the orbital gap is 10.019 eV.

Structure (ORCA input):
```
! wB97M-V def2-TZVPD RIJCOSX def2/J DEFGRID3
* xyz 0 1
C 18.31885 18.21138 4.69270
O 17.68672 19.45147 5.05766
H 18.21157 18.08679 3.61498
H 19.36955 18.21555 4.98566
H 17.76934 17.43973 5.22631
H 17.74177 20.04822 4.30938
C 18.25567 15.32752 7.49420
O 19.12282 15.42959 8.62732
H 17.73322 14.37394 7.56332
H 17.57874 16.18994 7.46500
H 18.81415 15.44306 6.56540
H 18.54351 15.40392 9.39991
C 16.97092 15.70628 12.37471
O 17.30311 15.05292 11.15181
H 15.96536 15.51664 12.75248
H 17.68827 15.45778 13.16099
H 17.07038 16.77894 12.21781
H 16.98514 14.14791 11.23694
C 14.60864 15.37806 8.97612
O 14.26947 14.82730 7.71360
H 14.03685 16.27210 9.23359
H 14.53422 14.62891 9.76283
H 15.66106 15.69008 8.98264
H 13.98217 15.54906 7.14903
C 15.46188 13.45010 4.23703
O 16.74268 13.17740 4.78516
H 15.61346 14.08715 3.37117
H 14.94214 12.54343 3.90833
H 14.79571 13.90392 4.97484
H 16.60846 12.74647 5.63427
C 20.15551 16.70419 11.47675
O 20.74298 17.29095 12.63905
H 19.25890 17.25521 11.20532
H 20.83413 16.76622 10.62412
H 19.91015 15.66580 11.70030
H 21.52896 16.78310 12.85404
C 22.25858 15.59781 6.67425
O 21.72833 15.05565 7.88472
H 21.82350 15.06130 5.82388
H 22.03313 16.67010 6.64891
H 23.34254 15.48667 6.66790
H 20.85268 15.45487 8.05055
*
```

6.
Density functional theory data (ωB97M-V/def2-TZVPD) for a molecular structure, C27H75F3HfN5O14S.

The value obtained for the molecular weight is 961.47 g/mol. The calculation puts the relative energy (zero: lowest compared OMol25 entry of this formula, charge and spin) at 0.000 eV. The value obtained for the orbital gap (spin up / spin down) is 5.144 / 4.573 eV.

Structure (ORCA input):
```
! wB97M-V def2-TZVPD RIJCOSX def2/J DEFGRID3
* xyz 2 2
Hf -0.84003 0.04782 -4.02783
C -0.03507 -0.22799 0.75328
F -0.20829 -1.51305 0.67062
F -1.23644 0.38893 0.79795
F 0.67708 -0.00583 1.84973
S 0.94710 0.39039 -0.72456
O 0.85389 1.86162 -0.61708
O 2.30014 -0.14842 -0.65024
O 0.21286 -0.08973 -1.96008
C -3.33757 1.49352 -1.96692
O -2.41905 0.47961 -2.19071
H -4.34783 1.23957 -2.28781
H -3.36231 1.66482 -0.89075
H -2.96946 2.39052 -2.46490
H -2.53139 -0.05583 -1.40186
C -3.19124 -2.55214 0.50136
O -3.17058 -1.36349 -0.27246
H -3.91226 -3.32702 0.24098
H -2.19657 -2.99228 0.43049
H -3.44048 -2.26444 1.52273
H -4.01661 -0.96813 -0.04993
C 3.48463 -3.39739 0.78732
C 2.76197 -4.79272 0.80192
C 1.26287 -4.74993 1.07831
O 1.12211 -4.12898 2.41105
C -0.15212 -4.09057 3.00663
N 2.91471 -5.41293 -0.47287
H 4.56726 -3.46219 0.67870
H 3.26752 -2.71775 1.61135
H 3.18104 -2.92025 -0.14450
H 3.32012 -5.44599 1.47260
H 0.96338 -5.79636 1.02001
H 0.70443 -4.19257 0.32625
H -0.87809 -3.88419 2.22020
H -0.09636 -3.26142 3.71197
H -0.36555 -5.04462 3.48865
H 2.59568 -4.85612 -1.25279
H 2.36245 -6.24422 -0.62801
C 1.01752 4.29522 -3.42164
C 0.63099 2.92040 -3.99118
C 1.92904 2.00282 -3.99729
O 1.48791 0.63857 -4.18095
C 2.75047 -0.11115 -4.23652
N -0.39362 2.26854 -3.20540
H 1.37308 4.15450 -2.40091
H 0.17818 4.99047 -3.40626
H 1.85988 4.81404 -3.87918
H 0.32077 3.05147 -5.02785
H 2.46197 1.93479 -3.04888
H 2.59596 2.48819 -4.70984
H 3.22456 -0.25033 -3.26495
H 3.53344 0.39234 -4.80358
H 2.53625 -1.07822 -4.69150
H -0.06731 2.38588 -2.25680
H -1.11452 2.97507 -3.24059
C -0.40787 4.42150 2.03500
C 1.05945 4.77227 1.76420
C 1.98730 3.86940 2.59470
O 1.77738 4.03058 3.96640
C 2.37271 3.00865 4.76673
N 1.36592 4.58719 0.35650
H -1.10359 5.04143 1.46951
H -0.56212 4.50982 3.11041
H -0.64240 3.40731 1.71174
H 1.25520 5.83265 1.92347
H 3.04912 4.03214 2.40991
H 1.83885 2.84886 2.24178
H 1.85666 2.06665 4.58117
H 2.24337 3.38641 5.78096
H 3.41305 2.87198 4.47156
H 2.36075 4.67503 0.20582
H 1.22893 3.60960 0.14282
C 5.11700 2.36528 -0.00878
C 5.35842 1.10457 0.78807
C 4.39230 0.95797 1.99324
O 4.72868 -0.19432 2.73111
C 3.71372 -0.68025 3.67755
N 5.11844 0.01982 -0.16353
H 5.46812 3.29437 0.44024
H 4.07316 2.39958 -0.32071
H 5.72447 2.32369 -0.91286
H 6.38918 1.14391 1.14032
H 3.35906 0.93293 1.64700
H 4.45329 1.83966 2.63122
H 3.97583 -1.52936 4.30875
H 2.82672 -0.92565 3.09348
H 3.35651 0.11367 4.33344
H 4.12354 -0.01459 -0.33405
H 5.25349 -0.78255 0.43485
C -4.38536 -2.80036 -4.78731
C -3.35726 -1.93879 -4.09039
C -2.27458 -2.80644 -3.41333
O -1.16332 -2.04551 -2.97865
C -0.23722 -2.86544 -2.28650
N -2.81518 -0.94271 -5.00320
H -4.86745 -3.51668 -4.12205
H -3.89702 -3.35609 -5.58780
H -5.22177 -2.27089 -5.24357
H -3.89958 -1.46263 -3.27353
H -1.97050 -3.52561 -4.17387
H -2.64805 -3.38365 -2.56749
H 0.77138 -2.45274 -2.30891
H -0.10026 -3.83611 -2.76311
H -0.56935 -2.99804 -1.25683
H -3.70534 -0.55972 -5.28788
H -2.64428 -1.44105 -5.86492
C -5.45633 0.31288 1.62527
C -6.55029 -0.14107 0.66433
O -6.05479 -0.69980 -0.45513
O -4.70843 1.31615 0.98169
H -4.83625 -0.52784 1.93637
H -5.89138 0.82856 2.48137
H -7.20353 0.67460 0.35439
H -7.11468 -0.92985 1.16172
H -6.73482 -1.22255 -0.88629
H -3.91926 1.45064 1.51153
C -1.84113 1.16101 4.27954
C -1.72417 -0.36932 4.26802
O -0.67190 -0.80819 5.04699
O -2.90554 1.55693 3.37577
H -0.87423 1.60454 4.04187
H -1.94105 1.52834 5.30090
H -1.73171 -0.80162 3.26743
H -2.66053 -0.76489 4.66157
H -0.79029 -1.73023 5.28663
H -3.04564 2.50115 3.47786
*
```

7.
Density functional theory data (ωB97M-V/def2-TZVPD) for a single C5H7NO molecule.

The value obtained for the molecular weight is 97.12 g/mol. The calculation puts the relative energy (zero: lowest compared OMol25 entry of this formula, charge and spin) at 3.438 eV. The value obtained for the orbital gap is 9.097 eV.

Structure (ORCA input):
```
! wB97M-V def2-TZVPD RIJCOSX def2/J DEFGRID3
* xyz 0 1
C -1.74394 0.09450 0.31249
C -0.43378 0.20871 -0.48088
C 0.55563 1.15601 0.12866
C 1.74737 0.85935 0.51728
N 1.54236 -1.12468 -0.11611
C 0.28480 -1.19634 -0.58077
O -0.37856 -2.12933 -1.04696
H -2.32692 1.02410 0.30651
H -1.53882 -0.18320 1.35323
H -2.33789 -0.70174 -0.14453
H -0.65350 0.52871 -1.51163
H 0.58170 2.21577 0.43774
H 2.65282 1.26880 0.96658
H 2.04871 -2.02065 -0.14160
*
```